Computed, not measured: a structure of composition C64H50IrN5OP3SSe4Si at a distorted geometry, with ωB97M-V with the def2-TZVPD basis set.

Geometry as XYZ:
```
130
Properties=species:S:1:pos:R:3:mulliken_charge:R:1
Ir -0.792 -0.169 0.058 0.9057
Se -1.394 -1.162 3.537 0.0541
P -3.296 -0.693 2.582 0.4207
Se -3.271 -0.479 0.436 -0.1957
C -4.410 -2.033 3.073 0.7328
C -4.660 -2.220 4.433 -0.5188
C -5.422 -3.296 4.853 -0.6531
C -5.944 -4.184 3.919 -0.4286
C -5.705 -3.994 2.568 -0.7285
C -4.928 -2.925 2.142 -0.4073
C -4.027 0.790 3.307 0.4234
C -5.306 1.145 2.872 -0.6877
C -5.899 2.297 3.351 -0.7194
C -5.216 3.103 4.256 -0.4493
C -3.949 2.751 4.685 -0.5257
C -3.346 1.594 4.208 -0.2244
H -4.260 -1.522 5.160 0.3822
H -5.611 -3.442 5.908 0.4047
H -6.537 -5.027 4.250 0.3850
H -6.120 -4.679 1.841 0.4246
H -4.718 -2.784 1.089 0.2410
H -5.830 0.524 2.154 0.4232
H -6.893 2.570 3.020 0.4120
H -5.677 4.013 4.620 0.4091
H -3.418 3.381 5.387 0.4373
H -2.348 1.325 4.531 0.2846
Se 4.833 -3.985 -0.729 -0.3278
P 4.906 -1.937 -0.267 1.2470
C 5.762 -0.967 -1.532 0.2433
C 5.147 -0.842 -2.777 -0.2366
C 5.755 -0.107 -3.778 -0.6963
C 6.985 0.501 -3.546 -0.5596
C 7.611 0.353 -2.320 -0.6616
C 7.001 -0.384 -1.311 -0.4305
C 5.664 -1.538 1.330 0.0589
C 6.080 -2.569 2.164 -0.4663
C 6.590 -2.279 3.423 -0.6439
C 6.682 -0.962 3.847 -0.4707
C 6.265 0.070 3.014 -0.8397
C 5.753 -0.212 1.760 -0.1517
C 3.303 -1.116 -0.203 0.3955
C 1.991 -1.547 -0.113 -1.0314
N 1.233 -0.426 -0.104 0.7689
N 2.039 0.633 -0.143 -0.6507
N 3.281 0.234 -0.211 -0.8274
P 1.179 -3.123 -0.016 1.6576
Se -0.935 -2.646 0.158 -0.2576
C 1.437 -3.996 -1.574 0.9795
C 1.519 -5.377 -1.716 -0.8806
C 1.594 -5.938 -2.982 -0.8927
C 1.566 -5.131 -4.109 -0.7438
C 1.456 -3.754 -3.972 -0.8385
C 1.388 -3.189 -2.710 0.0981
C 1.822 -3.903 1.483 0.9786
C 1.666 -3.114 2.624 -0.3939
C 2.085 -3.577 3.859 -0.8468
C 2.659 -4.837 3.965 -0.6267
C 2.818 -5.623 2.835 -0.9480
C 2.403 -5.161 1.594 -0.4182
H 4.191 -1.323 -2.957 0.3360
H 5.272 -0.007 -4.742 0.4530
H 7.453 1.088 -4.325 0.3825
H 8.575 0.812 -2.143 0.3949
H 7.493 -0.496 -0.353 0.4196
H 5.998 -3.593 1.818 0.3169
H 6.908 -3.084 4.073 0.4200
H 7.073 -0.736 4.831 0.4070
H 6.331 1.098 3.348 0.4107
H 5.402 0.588 1.120 0.4594
H 1.526 -6.026 -0.855 0.4464
H 1.677 -7.012 -3.086 0.4376
H 1.624 -5.575 -5.094 0.4125
H 1.423 -3.114 -4.845 0.5287
H 1.306 -2.112 -2.611 0.0776
H 1.214 -2.132 2.540 0.3369
H 1.959 -2.956 4.736 0.5018
H 2.987 -5.203 4.929 0.4168
H 3.276 -6.600 2.912 0.4339
H 2.575 -5.773 0.726 0.1846
S -2.300 -1.157 -4.191 -0.3092
C -2.146 -1.046 -2.501 -0.0344
N -1.095 -0.433 -2.040 0.9956
C -0.305 0.033 -3.108 -0.4851
C 0.883 0.758 -3.019 -0.5288
C 1.552 1.073 -4.181 -0.6885
C 1.054 0.698 -5.437 -0.7722
C -0.137 0.015 -5.543 -0.6621
C -0.812 -0.307 -4.364 1.1750
H -2.881 -1.505 -1.858 0.2204
H 1.265 1.063 -2.060 -0.4481
H 2.479 1.630 -4.118 0.6255
H 1.603 0.956 -6.333 0.4477
H -0.540 -0.266 -6.508 0.5004
O -1.101 1.759 -0.366 1.7689
Si -1.919 3.090 -0.706 -1.3208
C -2.465 4.079 0.787 0.6761
C -1.620 4.135 1.902 -0.3083
C -1.945 4.905 3.010 -0.7059
C -3.123 5.639 3.027 -0.5491
C -3.976 5.598 1.934 -0.7391
C -3.647 4.824 0.828 -0.0626
C -0.790 4.216 -1.690 0.1856
C -1.257 5.400 -2.270 -0.2508
C -0.405 6.254 -2.954 -0.7968
C 0.943 5.936 -3.073 -0.5530
C 1.428 4.767 -2.506 -0.5141
C 0.567 3.920 -1.816 -0.5582
C -3.409 2.659 -1.776 0.8070
C -3.263 2.588 -3.165 -0.4209
C -4.297 2.150 -3.984 -0.6526
C -5.507 1.766 -3.423 -0.6265
C -5.678 1.830 -2.046 -0.7090
C -4.640 2.271 -1.237 -0.0480
H -0.694 3.572 1.899 0.1772
H -1.275 4.931 3.862 0.4283
H -3.377 6.242 3.892 0.4168
H -4.897 6.171 1.941 0.4100
H -4.319 4.814 -0.025 0.3711
H -2.309 5.661 -2.187 0.3535
H -0.786 7.170 -3.389 0.4058
H 1.614 6.605 -3.599 0.3849
H 2.479 4.517 -2.593 0.4702
H 0.949 3.022 -1.347 0.3727
H -2.318 2.879 -3.615 0.3386
H -4.160 2.112 -5.058 0.4434
H -6.316 1.423 -4.056 0.3689
H -6.624 1.537 -1.604 0.4439
H -4.786 2.306 -0.162 0.6453
N -0.035 1.203 2.594 -0.6214
C -0.482 0.257 2.026 -0.2327
```

As for the expectation value of S²: 0.776. The calculation puts the energy relative to the best compared isomer or geometry (same formula, charge and spin) at 13.68 kcal per mole. For the HOMO energy (alpha / beta), the calculation gives -7.836 / -7.787 eV. The LUMO energy (alpha / beta) is 0.0009 / -0.0499 hartree. Its multiplicity is 2. The HOMO-LUMO gap (alpha / beta) comes out at 7.8610 / 6.4274 eV.